A 14-piece molecular cluster, C26H22BrCl52N2O2P overall at a distorted geometry, computed with ωB97M-V/def2-TZVPD.

Geometry (Å):
C (4.950, 3.004, -0.227)
O (5.818, 2.181, -1.015)
C (5.286, 1.859, -2.310)
P (4.374, 3.333, -3.075)
N (4.515, 3.415, -4.670)
C (4.456, 0.495, -2.317)
Br (3.015, 0.543, -3.703)
N (3.960, 0.134, -1.000)
C (3.260, -1.174, -0.955)
C (1.838, -0.918, -0.296)
C (1.912, -1.136, 1.285)
O (0.815, -1.800, -0.757)
C (0.170, -1.307, -1.926)
C (-0.734, -0.048, -1.654)
C (-0.633, 1.002, -2.688)
C (-1.387, 2.215, -2.519)
C (-2.245, 2.341, -1.259)
C (-2.361, 1.306, -0.264)
C (-1.569, 0.073, -0.476)
H (5.101, 4.105, -0.404)
H (5.231, 2.847, 0.851)
H (3.873, 2.716, -0.309)
H (6.173, 1.687, -2.980)
H (5.000, 4.524, -2.576)
H (3.012, 3.291, -2.672)
H (3.559, 3.389, -5.042)
H (5.168, -0.301, -2.675)
H (4.705, 0.144, -0.306)
H (3.216, -1.722, -1.925)
H (3.828, -1.825, -0.239)
H (1.620, 0.169, -0.437)
H (1.323, -2.065, 1.514)
H (1.351, -0.292, 1.757)
H (2.957, -1.240, 1.656)
H (0.854, -1.139, -2.793)
H (-0.548, -2.116, -2.245)
H (0.028, 0.829, -3.570)
H (-1.261, 3.013, -3.314)
H (-2.806, 3.288, -1.103)
H (-2.999, 1.380, 0.632)
H (-1.583, -0.813, 0.265)
C (4.077, 4.431, -8.700)
Cl (5.396, 5.048, -7.696)
Cl (3.603, 5.668, -9.880)
Cl (4.616, 2.976, -9.557)
Cl (2.684, 4.032, -7.677)
C (-3.667, -1.713, 2.805)
Cl (-2.898, -0.661, 1.596)
Cl (-4.449, -3.076, 1.985)
Cl (-2.442, -2.325, 3.928)
Cl (-4.880, -0.796, 3.714)
C (-7.300, -1.608, 6.841)
Cl (-9.014, -1.814, 7.242)
Cl (-6.829, -2.814, 5.632)
Cl (-7.036, 0.025, 6.192)
Cl (-6.321, -1.824, 8.303)
C (9.018, 4.680, -5.208)
Cl (8.940, 6.448, -5.093)
Cl (9.550, 4.218, -6.833)
Cl (10.174, 4.061, -4.010)
Cl (7.415, 3.997, -4.895)
C (-5.358, 2.552, -3.743)
Cl (-3.665, 2.737, -3.221)
Cl (-6.213, 4.096, -3.552)
Cl (-5.403, 2.059, -5.447)
Cl (-6.142, 1.314, -2.746)
C (-0.902, 5.849, -5.472)
Cl (0.781, 6.070, -4.961)
Cl (-1.779, 7.378, -5.297)
Cl (-0.942, 5.334, -7.166)
Cl (-1.670, 4.608, -4.459)
C (-0.237, -3.345, 7.168)
Cl (-0.291, -4.215, 5.623)
Cl (-1.889, -2.985, 7.700)
Cl (0.566, -4.352, 8.381)
Cl (0.660, -1.831, 6.960)
C (0.221, -8.443, 8.869)
Cl (-0.039, -7.185, 7.651)
Cl (-1.192, -8.531, 9.936)
Cl (0.452, -10.006, 8.069)
Cl (1.661, -8.048, 9.825)
C (-6.021, -6.134, 8.144)
Cl (-5.336, -5.629, 9.698)
Cl (-7.567, -5.307, 7.884)
Cl (-4.897, -5.710, 6.840)
Cl (-6.280, -7.887, 8.154)
C (-2.395, -12.895, 8.980)
Cl (-2.669, -11.647, 7.752)
Cl (-3.799, -12.978, 10.058)
Cl (-2.167, -14.463, 8.186)
Cl (-0.949, -12.495, 9.924)
C (12.954, 3.214, -8.496)
Cl (11.968, 1.744, -8.576)
Cl (12.882, 3.884, -6.859)
Cl (14.634, 2.821, -8.903)
Cl (12.330, 4.406, -9.650)
C (-9.849, 2.215, -4.759)
Cl (-9.378, 3.391, -5.997)
Cl (-9.740, 2.966, -3.158)
Cl (-11.516, 1.685, -5.050)
Cl (-8.764, 0.817, -4.830)
C (-7.188, 4.078, 4.732)
Cl (-6.215, 4.890, 5.969)
Cl (-6.645, 2.398, 4.563)
Cl (-8.893, 4.100, 5.212)
Cl (-6.998, 4.917, 3.184)

The orbital gap comes out at 8.445 eV.